The following is a quantum chemistry calculation of a molecular structure, C8H10GaO5 at a distorted geometry, from the Open Molecules 2025 dataset.

Computed properties:
**Multiplicity**: 1
**Frontier orbital gap (alpha / beta)**: 6.9 / 6.9 eV
**Total charge**: +3
**Calculated total energy**: -71033.9929 eV

Structure (XYZ):
```
24
Properties=species:S:1:pos:R:3:forces:R:3
Ga -0.1283 -1.3075 -1.6108 0.355 1.045 0.421
O -0.0527 1.5745 -3.1241 -0.105 -6.618 1.759
C -0.0731 0.4622 -2.7782 0.063 6.622 -1.488
C 1.5064 -2.3639 -0.8323 5.710 -1.766 3.631
O 2.4375 -2.7246 -0.2340 -5.472 1.911 -3.589
C -1.7861 -2.3452 -0.9081 -5.982 -1.361 3.989
O -2.7278 -2.6493 -0.2921 5.609 1.531 -3.842
C -0.0880 -2.5420 -3.8200 0.086 -1.361 -3.987
O -0.0663 -2.9499 -4.8946 -0.096 1.696 4.716
C -1.1964 -0.0379 2.1905 0.098 0.127 -0.361
C -1.1383 0.7377 0.8875 -1.231 0.352 0.608
O -0.0091 0.4660 0.0255 -0.426 -2.242 -2.000
C 1.2541 0.8163 0.6521 0.941 0.340 0.552
C 1.3164 2.2992 1.0132 0.076 0.178 -0.063
H -1.2287 -1.1114 1.9982 0.147 -0.199 0.170
H -2.1502 0.2108 2.6788 0.369 0.044 0.004
H -0.3535 0.2197 2.8543 -0.531 -0.224 -0.158
H -2.0493 0.6357 0.2749 0.321 -0.059 0.129
H -0.9988 1.7883 1.0975 -0.435 0.320 0.016
H 1.4207 0.2079 1.5669 -0.142 0.158 -0.712
H 1.9827 0.5661 -0.1216 0.297 0.099 0.182
H 0.6566 2.5894 1.8385 0.278 -0.259 -0.038
H 2.3453 2.4527 1.3465 -0.018 0.131 0.061
H 1.1267 3.0050 0.1916 0.088 -0.467 0.002
```
Positions in Å, forces in eV/Å.



The following is a quantum chemistry calculation of a molecular structure, C23H49N2OP3SW at a distorted geometry, from the Open Molecules 2025 dataset.

Computed properties:
**Multiplicity**: 3
**Frontier orbital gap (alpha / beta)**: 3.1 / 3.1 eV
**Total charge**: +4
**Expectation value of S²**: 2.035
**Calculated total energy**: -70155.9294 eV

Structure (XYZ):
```
80
Properties=species:S:1:pos:R:3:forces:R:3
W 0.6565 0.7080 -0.4267 -2.690 -2.389 -2.431
P 0.2635 1.7381 1.5523 -0.147 0.226 2.059
P -1.6331 0.0422 -1.1243 -2.538 0.052 0.524
P 2.2187 2.1047 -1.4521 1.937 2.820 -2.057
H 1.6017 -1.3271 -1.9303 0.274 0.817 -0.751
C 1.9472 -0.7294 -1.0873 0.164 -0.961 1.511
C 1.2658 -1.2287 0.1436 1.592 1.866 -2.544
H 0.3478 -1.7332 0.0430 -1.753 -0.475 -0.559
C -0.5064 3.2794 1.0045 -0.287 0.329 -0.088
C -0.9602 0.8883 2.5440 -0.385 -0.461 0.406
C 1.8266 2.0520 2.3173 0.560 0.059 0.590
C -2.2998 -0.7481 -2.6287 0.620 0.405 -0.533
C -2.3822 -1.0877 0.1175 0.295 -0.386 0.584
C -2.7889 1.4387 -0.8164 0.464 0.438 -0.337
C 2.4676 1.6674 -3.2359 -0.123 -0.317 -0.113
C 3.9108 2.1846 -0.7794 0.081 -0.327 0.137
C 1.8578 3.9117 -1.5599 -0.555 -0.444 0.203
H 2.9780 -0.3474 -0.9916 -0.129 -1.304 -0.167
H 1.8015 -1.8734 0.7269 1.716 -0.530 2.248
H 0.0221 4.1042 1.4955 -0.110 0.027 -0.148
H -1.5579 3.2753 1.3165 0.281 0.100 -0.001
H -0.4939 3.4544 -0.0789 0.114 0.024 0.089
H -0.8115 1.1563 3.5895 -0.080 0.017 0.209
H -0.9217 -0.2039 2.4593 0.324 -0.009 0.138
H -1.9750 1.1783 2.2464 0.289 0.194 0.090
H 1.6621 2.6221 3.2192 0.148 0.288 0.474
H 2.4986 2.6083 1.6657 -0.191 0.258 -0.093
H 2.3486 1.1310 2.5730 -0.189 -0.206 0.147
H -3.3915 -0.6405 -2.5185 0.396 -0.300 -0.053
H -1.9696 -1.7882 -2.7377 -0.266 0.239 0.293
H -1.9823 -0.2091 -3.5184 -0.162 0.083 -0.092
H -2.9392 -1.8239 -0.4666 0.080 -0.061 0.165
H -3.0900 -0.5505 0.7636 0.260 -0.064 -0.298
H -1.6868 -1.6087 0.7738 0.009 -0.214 0.059
H -3.7517 1.1379 -1.2550 0.202 0.276 0.210
H -2.4379 2.3819 -1.2474 -0.342 -0.107 -0.066
H -2.8976 1.5541 0.2685 -0.053 0.033 -0.351
H 2.3186 2.5321 -3.8916 0.016 0.023 0.335
H 1.8028 0.8785 -3.5954 -0.019 0.047 0.155
H 3.4928 1.3078 -3.3755 -0.162 0.041 0.082
H 4.1995 3.2333 -0.7381 0.008 0.028 0.002
H 4.5788 1.6667 -1.4612 0.129 -0.093 -0.020
H 4.0414 1.7603 0.2048 0.005 -0.188 0.314
H 2.7400 4.3287 -2.0657 -0.372 0.087 0.072
H 1.7469 4.3517 -0.5584 0.162 -0.041 -0.333
H 0.9424 4.0935 -2.1418 0.338 0.106 0.094
C -0.8236 -1.5725 -5.6762 1.078 -0.318 -0.240
C -1.0154 -0.2305 -6.0873 -0.733 0.341 -1.188
C -1.5247 0.0110 -7.3704 0.409 0.416 1.611
C -1.8208 -1.0786 -8.2291 0.130 -0.390 -0.054
C -1.7732 -2.4000 -7.7397 0.176 -0.616 0.904
C -1.2588 -2.6504 -6.4706 -1.403 -0.296 -1.555
S 0.2790 -2.1623 -4.5055 -0.535 -0.341 -0.204
H 0.7263 -0.9801 -4.1873 0.543 1.002 0.448
H -0.7929 0.5925 -5.4144 0.150 -0.052 -0.208
H -1.7048 1.0543 -7.6737 0.209 -0.681 -0.063
H -2.0534 -0.9055 -9.2788 -0.206 0.054 0.247
H -2.1273 -3.2581 -8.3130 0.214 0.420 -0.161
H -1.1948 -3.6660 -6.0774 0.065 0.162 -0.262
C -2.5560 -2.0322 5.1540 -0.862 -0.317 0.161
N -1.1356 -2.0024 5.3100 0.500 -0.278 -1.186
C -0.6286 -1.0969 6.3142 0.267 0.187 0.316
C 0.8467 -1.3679 6.5157 -0.032 0.381 0.612
C 1.5247 -1.2340 5.1748 0.248 0.068 0.582
N 0.9409 -2.1499 4.2322 -0.107 -0.249 -0.839
C 1.6157 -2.1916 2.9652 0.015 -0.102 0.480
C -0.4364 -2.2884 4.1624 -0.562 -0.040 0.462
O -1.0147 -2.6655 3.1234 0.681 0.598 0.312
H -2.8505 -2.9833 4.6995 -0.097 0.392 0.001
H -2.8907 -1.1802 4.5360 -0.214 -0.265 0.146
H -3.0032 -1.9749 6.1498 -0.072 0.086 -0.246
H -0.7667 -0.0476 5.9738 -0.072 -0.216 0.245
H -1.2139 -1.2331 7.2345 0.268 0.051 -0.281
H 0.9891 -2.3627 6.9551 0.071 0.192 -0.204
H 1.2559 -0.6239 7.2073 0.000 -0.202 -0.051
H 2.5964 -1.4310 5.2435 -0.066 -0.020 0.004
H 1.3994 -0.1909 4.8183 0.103 -0.012 -0.022
H 2.6824 -2.4043 3.0948 -0.167 0.049 0.070
H 1.1582 -2.9574 2.3455 0.013 -0.018 -0.061
H 1.5103 -1.2078 2.4714 0.078 0.011 0.070
```
Positions in Å, forces in eV/Å.



The following is a quantum chemistry calculation of a molecular structure, C4H39N2O15 at a distorted geometry, from the Open Molecules 2025 dataset.

Computed properties:
**Multiplicity**: 1
**Frontier orbital gap**: 9.0 eV
**Total charge**: -1
**Calculated total energy**: -38471.4210 eV

Structure (XYZ):
```
60
Properties=species:S:1:pos:R:3:forces:R:3
N -1.1029 0.9088 1.7194 0.027 -4.705 0.607
C -0.1476 0.0613 0.9400 -1.799 -0.270 2.367
C 0.2974 0.7470 -0.3478 0.267 2.047 -1.165
C 0.2881 -0.3780 -1.3861 -1.933 -1.114 -0.668
O -0.1029 0.0046 -2.6651 -0.329 2.360 -0.972
C 1.0760 -0.2101 1.8908 -0.495 0.675 -1.448
N 1.3058 -1.6326 2.1232 2.545 0.733 2.156
H -1.1975 1.7147 1.2809 -0.874 4.971 -1.959
H -0.8678 0.9819 2.6740 0.293 0.443 0.948
H -0.8583 -0.8991 0.7865 2.463 1.637 -0.371
H -0.2458 1.6812 -0.7703 -0.403 -2.463 1.399
H 1.3365 1.4017 -0.3195 -1.945 -2.337 0.386
H 1.3290 -0.6529 -1.4262 -0.157 -1.166 0.012
H -0.5389 -1.2987 -1.2128 2.783 2.162 0.635
H 1.9430 0.1880 1.2694 -0.832 -0.473 1.417
H 0.9230 0.4059 2.8553 0.426 -0.842 -1.447
H 1.9859 -1.5630 2.9531 -0.519 -0.539 -1.789
H 0.5656 -2.0597 2.6322 -1.053 -0.486 -0.045
H -2.4532 -3.1050 -1.9407 -1.087 0.912 0.623
H -3.6521 -2.1519 -1.5578 0.485 -0.084 -0.336
O -3.1744 -2.9433 -1.2856 0.487 -0.852 0.038
H -2.4442 -1.4033 2.9259 -1.486 -0.082 0.013
H -1.0541 -1.5866 2.8195 2.301 1.047 -0.748
O -1.7746 -2.0247 3.1902 -0.924 -1.032 1.043
H 0.2730 2.7456 -2.0327 -0.079 0.110 -0.350
H 0.6307 4.0504 -1.9600 -0.167 3.118 -1.781
O 0.8161 3.4449 -1.3040 0.922 -1.990 1.842
H 3.7862 0.0722 2.5133 1.621 0.788 -3.197
H 3.0802 0.9614 3.6131 -0.576 3.430 0.249
O 3.3582 0.1610 3.3032 -0.399 -4.108 3.242
H -4.3846 -0.5465 1.1029 1.187 -0.387 1.599
H -2.9297 -0.2327 1.6646 -1.982 -0.425 0.402
O -3.8200 -0.6911 1.9260 0.861 1.518 -2.265
H -3.1640 1.6219 -0.8973 -0.315 -0.250 -0.505
H -2.6266 0.6175 -1.9022 -1.671 0.698 0.402
O -3.5007 0.9949 -1.5734 2.043 -0.362 0.225
H 3.6328 1.7421 -0.1195 2.517 -1.555 0.026
H 4.6637 0.6548 -0.7797 -0.369 0.393 0.215
O 4.5147 1.2093 0.0025 -2.211 1.191 -0.136
H -1.8771 4.3467 -0.1094 0.533 -0.438 -0.128
H -0.6124 3.4115 -0.4257 0.063 0.820 -0.311
O -1.4326 3.5122 0.1015 -0.970 -0.078 0.688
H 1.3828 -4.1927 -1.4612 0.177 -1.131 -0.873
H 1.4073 -3.4240 -0.2094 -0.629 0.769 -1.065
O 1.1596 -3.3242 -1.1735 0.499 0.346 2.067
H -1.5584 -0.7727 -3.0776 2.464 3.321 0.741
H -1.3669 -1.9906 -3.9231 0.742 -0.052 -0.583
O -1.9227 -1.5731 -3.2868 -3.397 -3.972 -0.747
H 1.4653 4.0208 0.4079 0.394 0.303 -0.312
H 1.2885 3.2449 1.5781 -1.436 -2.057 1.355
O 1.8194 3.9476 1.3136 1.105 1.608 -1.086
H 3.1334 -0.6622 -1.8787 -0.277 4.167 2.019
H 2.5131 -1.9642 -1.9287 -0.573 -0.817 0.141
O 3.2125 -1.4393 -2.3079 1.186 -3.597 -2.313
H -1.1330 -4.3693 1.0887 -1.542 -1.218 -4.330
H -1.1684 -3.4708 2.1035 -0.103 0.436 1.231
O -0.7413 -4.3056 1.8930 1.509 0.523 3.023
H -0.3183 2.5142 -3.7510 2.041 0.562 -6.235
H -0.4504 1.0456 -2.7383 1.037 -1.104 0.121
O -0.5666 2.4533 -2.9202 -2.444 -1.098 5.935
```
Positions in Å, forces in eV/Å.



The following is a quantum chemistry calculation of C4H6O2 in the gas phase at a distorted geometry, from the Open Molecules 2025 dataset.

Computed properties:
**Multiplicity**: 1
**Frontier orbital gap**: 9.5 eV
**Total charge**: 0
**Structure (SMILES)**: C[C@@H](O)C#CO
**Calculated total energy**: -8336.7949 eV

Structure (XYZ):
```
12
Properties=species:S:1:pos:R:3:forces:R:3
C -0.7385 0.5249 -0.5155 -0.511 -3.132 0.905
C -1.2203 -0.9014 0.1622 -1.829 1.567 -0.574
O -1.1314 1.6756 0.1600 -0.192 0.195 0.282
O 2.9289 -0.4144 0.2884 0.386 0.527 -0.160
C 1.8456 0.1535 -0.2097 -2.084 -1.078 0.191
C 0.6264 0.1388 -0.4083 3.780 1.963 -0.579
H -0.6945 1.6987 1.0220 -0.002 -0.035 -0.193
H 3.6847 0.1666 0.1322 0.045 -0.161 -0.012
H -1.1406 0.5566 -1.5306 0.104 0.131 0.197
H -2.2983 -0.7697 0.2808 -0.139 -0.294 0.177
H -0.7942 -1.1008 1.1497 0.200 0.207 -0.338
H -1.0678 -1.7284 -0.5312 0.240 0.110 0.104
```
Positions in Å, forces in eV/Å.